1.
C7H11N2O | ωB97M-V with the def2-TZVPD basis set

Last column: Löwdin charge in e.
CARTESIAN COORDINATES (ANGSTROEM)
C -0.34606 1.72565 -0.78168  -0.0807
C -1.93912 0.40275 0.55948  -0.1543
C -2.97789 -0.26221 0.93884  0.0594
C 0.83405 1.14773 -0.92547  -0.1402
C -0.27832 -1.88871 -1.14181  -0.0055
C 0.42701 -1.12794 -0.00415  -0.1995
C 1.90353 0.69849 1.15724  0.0267
N -1.17525 1.13590 0.04613  0.1347
N 1.41600 0.14972 -0.14279  -0.0780
O 0.98110 -2.22269 -0.61180  -0.0010
H -0.80676 2.54071 -1.33283  0.1594
H -3.88540 -0.05040 0.50154  0.0571
H -2.84117 -1.23130 1.31018  0.0527
H 1.47890 1.92690 -1.36127  0.1410
H -0.05468 -1.45009 -2.20178  0.1666
H -1.12855 -2.53014 -0.89711  0.1283
H 0.11869 -1.04352 1.04052  0.1485
H 2.46790 1.57710 0.92602  0.1072
H 1.04228 0.95157 1.78099  0.1096
H 2.42595 -0.12561 1.66915  0.1243
H 2.33779 -0.32391 -0.52938  0.2438

Cartesian forces (eV/Å) of the 2 atoms listed first:
-1.0 -1.6 0.1
-1.5 0.2 -0.6

Calculated values
Largest force on an atom: 0.1085 hartree/bohr
Molecular weight: 139.18 g/mol
Relative energy (zero: lowest compared OMol25 entry of this formula, charge and spin): 136.6 kcal per mole
Structure (SMILES): C=C=N/C=C\[N@@H+](C)[C@H]1CO1
LUMO energy: -3.06 eV
E: -457.62136 Eh
Net charge: +1


2.
C7H11N2O2 | ωB97M-V with the def2-TZVPD basis set

Last column: Löwdin charge in e.
CARTESIAN COORDINATES (ANGSTROEM)
C 1.73511 -1.27377 -2.39241  0.0899
C 1.21127 -1.16356 -1.28894  -0.0136
C 0.24789 0.82460 -1.90272  -0.4562
C 1.62016 -0.51891 -3.60035  -0.0483
C 0.54525 -0.89577 1.39800  0.0269
C -1.66532 0.12256 0.50853  0.0630
C 0.25122 1.43521 1.07310  0.0045
N 0.47322 -0.14348 -0.85042  0.0584
N -0.12315 0.12664 0.50072  -0.2398
O -0.42296 1.78091 -1.62529  0.1211
O 0.69010 0.62658 -3.13551  0.0956
H 2.47456 -0.08716 -4.25395  0.1734
H 1.06952 -1.11130 -4.30094  0.1170
H 0.65234 -1.82732 0.79372  0.1039
H 1.46072 -0.58301 1.76334  0.0773
H -0.01181 -1.12406 2.39474  0.1610
H -2.12239 0.70870 -0.25195  0.0896
H -2.06705 -0.90973 0.25331  0.1428
H -1.92045 0.55416 1.44344  0.0951
H -0.23878 2.20375 0.31725  0.1546
H -0.10990 1.58280 2.03371  0.0927
H 1.27736 1.55075 1.08998  0.0911

Cartesian forces (eV/Å) of the 2 atoms listed first:
-0.2 0.1 2.9
1.7 -1.5 -1.4

Calculated values
Largest force on an atom: 0.1028 hartree/bohr
Molecular weight: 155.18 g/mol
Relative energy (zero: lowest compared OMol25 entry of this formula, charge and spin): 143.5 kcal per mole
Structure (SMILES): C[N+](C)(C)N1C#CCOC1=O
LUMO energy: -4.89 eV
E: -532.82580 Eh
Net charge: +1